Below is C18H18BrN6O2Pd as an isolated structure, with properties calculated with ωB97M-V/def2-TZVPD.

Last column: Löwdin charge in e.
CARTESIAN COORDINATES (ANGSTROEM)
Pd -0.10686 -2.43738 -0.23542  0.793
O -2.67368 -0.22872 3.07208  0.041
C -3.59782 -1.15686 2.67588  -0.280
C -4.54825 -1.56886 3.59814  -0.009
C -5.47027 -2.54084 3.24143  -0.068
C -5.43561 -3.11615 1.97825  -0.078
C -4.49087 -2.68820 1.05778  -0.030
C -3.58654 -1.68539 1.38326  -0.112
C -2.51760 -1.15741 0.45993  -0.368
O -1.24871 -1.46884 0.97520  -0.329
N -2.66466 -1.67520 -0.90911  0.039
N -1.51418 -1.98073 -1.54025  -0.151
C -1.40288 -2.14871 -2.80552  -0.131
C -0.17817 -2.64460 -3.41746  -0.560
Br 1.21439 -3.21145 -2.20206  0.889
C 0.04578 -2.81098 -4.72160  -0.077
C -0.85470 -2.37943 -5.80178  -0.231
C -1.06658 -3.23645 -6.88241  -0.026
C -1.91689 -2.86544 -7.90967  -0.060
C -2.54250 -1.62583 -7.88225  -0.063
C -2.30875 -0.75326 -6.82943  -0.063
C -1.46770 -1.12608 -5.79254  -0.051
H -1.88887 -0.29167 2.50893  0.074
H -4.54641 -1.12252 4.58399  0.121
H -6.21444 -2.85807 3.96007  0.110
H -6.14205 -3.88924 1.71015  0.106
H -4.46182 -3.13266 0.07124  0.107
H -2.59718 -0.05846 0.43184  0.159
H -3.42935 -1.34033 -1.48053  0.161
H -2.24963 -1.97112 -3.46173  0.140
H 0.95586 -3.31878 -5.02286  0.119
H -0.57149 -4.19936 -6.90975  0.120
H -2.08551 -3.54033 -8.73776  0.113
H -3.19742 -1.33297 -8.69172  0.112
H -2.76826 0.22602 -6.82326  0.111
H -1.24743 -0.42346 -4.99793  0.118
N -0.70512 -2.05275 4.10371  0.215
C 0.40694 -2.64507 4.56136  -0.466
N 0.55473 -2.83361 5.87466  0.193
N 1.38800 -3.05523 3.77115  0.131
C 1.21558 -2.94547 2.50095  -0.292
N 1.01587 -2.83201 1.36901  0.035
H -1.45019 -1.77251 4.71690  0.118
H -0.82849 -1.89211 3.11290  0.071
H -0.11854 -2.51254 6.54556  0.121
H 1.39815 -3.27523 6.19651  0.125

Force components x, y, z for each atom (eV/Å):
0.1422 0.2719 0.0757
-0.0118 0.0741 0.1360
-0.1064 -0.0805 -0.0628
0.0632 0.0315 -0.0551
-0.0120 -0.0243 -0.0213
-0.0003 0.0454 0.0449
-0.0269 0.1003 -0.0435
0.0337 -0.1537 0.0252
-0.1200 0.1537 -0.1255
-0.3002 0.0532 0.3282
-0.0817 -0.1833 0.2968
0.4140 -0.2567 -0.2206
0.0550 0.0263 -0.0750
-0.0980 0.0305 0.0621
-0.2525 -0.0627 0.0678
-0.0357 0.0328 -0.0329
0.0217 -0.0158 0.0182
-0.0016 -0.0027 -0.0096
0.0002 -0.0015 0.0029
0.0011 -0.0025 -0.0010
0.0035 0.0043 0.0091
-0.0102 0.0044 -0.0002
-0.0998 0.1553 -0.1046
-0.0300 0.0024 0.0094
0.0120 -0.0042 -0.0003
-0.0024 0.0015 0.0042
0.0096 0.0005 0.0013
-0.0195 -0.0183 -0.1088
0.0728 0.1110 -0.0513
-0.0037 0.0130 0.0011
0.0088 0.0050 -0.0001
0.0000 -0.0002 0.0014
0.0001 0.0008 -0.0001
0.0006 -0.0003 0.0001
0.0010 -0.0005 -0.0021
-0.0009 0.0028 0.0006
0.2802 -0.1987 0.1936
-0.4455 0.2665 -0.0183
0.0537 -0.0247 -0.0054
0.4969 -0.2744 -0.0292
-0.3660 0.1561 0.2533
0.3996 -0.1604 -0.4689
-0.0268 0.0669 -0.0424
-0.0143 -0.1561 -0.0401
-0.0056 0.0090 -0.0137
0.0021 0.0025 0.0006

- orbital gap (hartree) = 0.27803
- strongest force on any atom (eV Å⁻¹) = 0.64
- energy relative to the best compared isomer or geometry (same formula, charge and spin) (kJ/mol) = 24.6
- charge = +1